Record 1
Density functional theory data (wB97M-V/def2-TZVPD) for C30H48BaBrGeN5SSeSi3 as an isolated structure in a non-equilibrium geometry.

Cartesian coordinates (Å):
Ba -0.097203 0.417061 0.718945
C 1.824655 -3.233124 -1.510285
C 1.235942 -3.686446 -0.173926
C -0.277502 -3.848951 -0.295079
C 1.639508 -2.794122 0.990859
C 2.880928 -2.155557 1.016926
C 3.302112 -1.432974 2.123124
C 2.503142 -1.294915 3.252889
C 2.995033 -0.556488 4.464449
C 1.256253 -1.914377 3.231687
C 0.837439 -2.650900 2.129064
H 1.461894 -3.881042 -2.308174
H 2.912536 -3.289090 -1.529132
H 1.522689 -2.215019 -1.754447
H 1.663083 -4.671520 0.050237
H -0.765222 -2.875786 -0.427717
H -0.727402 -4.343575 0.565725
H -0.519696 -4.446116 -1.173859
H 3.547287 -2.243141 0.169732
H 4.286241 -0.976660 2.110698
H 3.438237 -1.246043 5.185639
H 2.185679 -0.039331 4.983129
H 3.766418 0.170457 4.204673
H 0.616577 -1.854305 4.106572
H -0.108163 -3.170407 2.189260
C -3.149266 -2.781353 2.125821
Si -4.108691 -1.172892 1.982963
C -3.542237 -0.065299 3.413286
C -5.947086 -1.539672 2.141412
Ge -3.692615 -0.089375 -0.110715
Si -4.309683 -1.306884 -2.069500
C -6.177787 -1.128511 -2.249152
C -3.456957 -0.591835 -3.578238
C -3.872456 -3.125309 -1.885943
Si -4.516650 2.154204 -0.154456
C -4.141497 2.953527 -1.812675
C -3.755874 3.222071 1.202484
C -6.378864 2.085909 0.126889
H -3.367784 -3.272182 3.077300
H -2.074652 -2.595426 2.086033
H -3.383174 -3.479244 1.320379
H -3.625330 -0.604436 4.360141
H -4.137771 0.845353 3.493016
H -2.493723 0.235814 3.299952
H -6.169876 -1.956940 3.126677
H -6.256413 -2.271197 1.392246
H -6.562627 -0.649326 2.005663
H -6.455244 -0.111422 -2.533320
H -6.722014 -1.381398 -1.337744
H -6.525732 -1.797092 -3.041047
H -3.679938 0.467543 -3.716813
H -3.815284 -1.123826 -4.464022
H -2.373139 -0.699073 -3.530128
H -4.393205 -3.595418 -1.049047
H -2.801290 -3.273701 -1.743307
H -4.164042 -3.656908 -2.795324
H -3.098180 2.826851 -2.109326
H -4.352548 4.024923 -1.764520
H -4.759608 2.531207 -2.607312
H -2.769025 3.571552 0.895522
H -3.662595 2.705501 2.159353
H -4.380521 4.104880 1.360926
H -6.886319 1.393074 -0.544900
H -6.802287 3.081272 -0.034787
H -6.615467 1.790355 1.151192
S 1.092810 0.851229 -3.952609
C 0.297921 0.180714 -2.709963
N -0.261131 -0.263934 -1.770044
Br 0.848686 7.649663 -1.073914
C 0.453322 5.865393 -0.648466
C 0.535591 4.877003 -1.615988
C 0.281271 3.562007 -1.254525
N -0.120584 3.221730 -0.025285
C -0.238730 4.195926 0.875788
C 0.072029 5.520223 0.642021
H 0.820852 5.106312 -2.632823
H 0.373603 2.776534 -1.999814
H -0.590088 3.906380 1.862408
H -0.018608 6.259284 1.424422
Se 0.336560 2.347882 4.575511
N 1.862400 3.218821 4.454973
C 2.447868 2.850488 3.338188
C 3.717120 3.341670 2.900032
C 4.183887 2.886480 1.720544
C 3.392942 1.967549 0.947187
N 2.255168 1.462788 1.308989
C 1.737769 1.888017 2.539929
N 0.581374 1.470642 3.028978
H 4.245762 4.049737 3.523409
H 5.132131 3.202066 1.310096
H 3.787661 1.651950 -0.014112

Atoms 1-6, force components in eV/Å:
-1.100 -1.188 -1.239
0.041 -0.037 -0.030
0.014 -0.029 0.017
-0.079 0.079 -0.015
0.012 0.013 0.031
-0.031 0.018 -0.054

Calculated values
* net charge: +1
* gap between HOMO and LUMO (spin up / spin down): 4.8 / 5.4 eV
* 2S+1: 2

Listed below, in e, are the Löwdin charges computed for each atom:
1 Ba 1.65
2 C -0.06
3 C -0.36
4 C -0.08
5 C -0.21
6 C -0.02
7 C -0.05
8 C -0.30
9 C -0.04
10 C -0.06
11 C -0.08
12 H 0.09
13 H 0.07
14 H 0.06
15 H 0.15
16 H 0.06
17 H 0.07
18 H 0.09
19 H 0.11
20 H 0.12
21 H 0.10
22 H 0.05
23 H 0.08
24 H 0.12
25 H 0.08
26 C -0.21
27 Si 0.28
28 C -0.22
29 C -0.21
30 Ge 0.64
31 Si 0.29
32 C -0.22
33 C -0.21
34 C -0.21
35 Si 0.29
36 C -0.22
37 C -0.21
38 C -0.21
39 H 0.04
40 H -0.01
41 H 0.03
42 H 0.04
43 H 0.02
44 H -0.01
45 H 0.04
46 H 0.03
47 H 0.02
48 H 0.02
49 H 0.02
50 H 0.04
51 H 0.02
52 H 0.04
53 H 0.01
54 H 0.02
55 H 0.01
56 H 0.04
57 H 0.02
58 H 0.04
59 H 0.03
60 H -0.01
61 H 0.01
62 H 0.04
63 H 0.02
64 H 0.04
65 H 0.02
66 S 0.53
67 C -1.06
68 N -0.23
69 Br 0.81
70 C -0.68
71 C -0.08
72 C -0.12
73 N -0.05
74 C -0.18
75 C -0.09
76 H 0.12
77 H 0.06
78 H 0.09
79 H 0.11
80 Se 1.19
81 N -0.19
82 C -0.39
83 C 0.03
84 C -0.01
85 C -0.09
86 N -0.06
87 C -0.54
88 N -0.42
89 H 0.13
90 H 0.12
91 H 0.14

Record 2
Density functional theory data (wB97M-V/def2-TZVPD) for C17H23CaN2O2S as an isolated structure in a non-equilibrium geometry.

Cartesian coordinates (Å):
Ca 0.000000 0.000000 0.000000
N -0.855800 1.570000 1.481800
C -2.218200 1.300000 1.901900
C -2.356100 0.000000 2.708100
C -2.218200 -1.300000 1.901900
N -0.855800 -1.570000 1.481800
H -0.243500 1.737200 2.270200
H -0.774900 2.598300 0.907700
H -2.868100 1.260300 1.021200
H -2.563200 2.137200 2.518900
H -3.357800 0.000000 3.157500
H -1.649100 0.000000 3.548000
H -2.868100 -1.260300 1.021200
H -2.563200 -2.137200 2.518900
H -0.774900 -2.598300 0.907700
H -0.243500 -1.737200 2.270200
C 3.136300 0.318500 -3.197100
C 1.837900 0.580300 -2.464300
O 1.670200 -0.026800 -1.407800
C 0.852500 1.571000 -3.096700
C 1.231700 2.171400 -4.326600
C 0.411600 3.084600 -4.985900
C -0.806100 3.416100 -4.427700
C -1.188100 2.830600 -3.217800
C -0.402000 1.896500 -2.497500
O -0.855300 1.427400 -1.400600
H 3.731400 -0.404300 -2.628400
H 3.724200 1.236700 -3.275500
H 2.940700 -0.119600 -4.179300
H 2.178000 1.940400 -4.800300
H 0.725200 3.528500 -5.924000
H -1.469700 4.122900 -4.913100
H -2.155600 3.108300 -2.795800
S 2.052900 0.000000 1.779900
C 3.343300 0.000300 2.908900
C 3.928000 1.204700 3.297100
C 4.979900 1.204200 4.217600
C 5.445400 0.000700 4.748200
C 4.857900 -1.203000 4.357500
C 3.806000 -1.203900 3.437100
H 3.570200 2.145500 2.887600
H 5.429500 2.145500 4.514600
H 6.261600 0.000900 5.462500
H 5.212200 -2.144100 4.764000
H 3.352800 -2.144900 3.137000
H -0.796100 -1.378400 -1.378400

Atoms 1-6, force components in eV/Å:
0.299 -0.817 -0.760
0.429 4.339 -1.605
-0.415 0.406 0.456
0.005 -0.015 -0.181
-0.323 -0.428 0.449
0.418 -4.270 -1.441

Calculated values
* net charge: -1
* gap between HOMO and LUMO: 5.9 eV

Listed below, in e, are the Löwdin charges computed for each atom:
1 Ca 0.82
2 N -0.16
3 C -0.30
4 C -0.19
5 C -0.31
6 N -0.19
7 H 0.04
8 H 0.18
9 H 0.12
10 H 0.10
11 H 0.11
12 H 0.11
13 H 0.11
14 H 0.10
15 H 0.16
16 H 0.03
17 C -0.03
18 C -0.35
19 O -0.19
20 C -0.07
21 C -0.06
22 C -0.14
23 C -0.12
24 C -0.03
25 C -0.41
26 O -0.28
27 H 0.08
28 H 0.08
29 H 0.08
30 H 0.09
31 H 0.08
32 H 0.09
33 H 0.10
34 S 0.54
35 C -0.77
36 C -0.15
37 C -0.12
38 C -0.14
39 C -0.12
40 C -0.15
41 H 0.09
42 H 0.09
43 H 0.08
44 H 0.09
45 H 0.09
46 H -0.16

Record 3
Density functional theory data (wB97M-V/def2-TZVPD) for a 4-piece molecular cluster, C28H38BCl2 overall.

Cartesian coordinates (Å):
C 3.134852 -0.233158 1.583342
C 3.541494 -0.672965 0.163341
C 2.418799 -1.298651 -0.676390
C 1.732263 -0.389849 -1.708621
C 1.558109 1.080929 -1.343198
C 0.673003 1.417435 -0.118991
C -0.328757 0.356817 0.358175
B -1.923885 0.818023 0.201050
C -2.830119 -0.522271 0.226863
Cl -3.046732 -1.222001 1.833059
C -3.384124 -1.240648 -0.757281
C -4.136191 -2.535339 -0.612369
Cl -3.217598 -0.716679 -2.411831
H 3.191668 0.847534 1.687372
H 3.803681 -0.657062 2.330770
H 2.126216 -0.557345 1.822047
H 4.315494 -1.434500 0.270114
H 4.005048 0.156172 -0.367887
H 2.863024 -2.121712 -1.242249
H 1.672851 -1.757979 -0.032235
H 0.747505 -0.787584 -1.952882
H 2.305321 -0.437247 -2.637482
H 2.554475 1.505859 -1.185958
H 1.167704 1.603698 -2.216588
H 0.099377 2.309949 -0.373006
H 1.321346 1.724119 0.703537
H -0.205270 -0.610588 -0.129413
H -0.157011 0.171930 1.423127
H -2.063177 1.424518 -0.847365
H -2.226828 1.540043 1.146541
H -4.946278 -2.442483 0.107351
H -3.459083 -3.308836 -0.246708
H -4.517700 -2.869097 -1.571900
C 5.103714 -0.298799 -3.497145
C 4.938631 1.019399 -3.897536
C 5.316303 1.408567 -5.174996
C 5.856014 0.478906 -6.053406
C 6.018088 -0.840218 -5.653642
C 5.642360 -1.228776 -4.375027
H 4.803793 -0.600512 -2.501700
H 4.507670 1.739859 -3.214146
H 5.186451 2.436820 -5.487446
H 6.146450 0.781962 -7.051437
H 6.434136 -1.566675 -6.340255
H 5.766525 -2.257721 -4.062594
C 2.104161 0.669028 4.671357
C 0.809838 0.543938 4.186082
C 0.051320 -0.571118 4.513468
C 0.588269 -1.560980 5.324813
C 1.881870 -1.434514 5.813318
C 2.640705 -0.319482 5.485447
H 2.698146 1.535234 4.408500
H 0.391851 1.307125 3.542199
H -0.951192 -0.672255 4.117355
H -0.001763 -2.434173 5.572852
H 2.300583 -2.207689 6.445719
H 3.652667 -0.223736 5.859329
C -7.971981 2.048515 1.315093
C -6.883875 1.241594 1.620229
C -6.306089 0.451249 0.637114
C -6.812116 0.473856 -0.654724
C -7.899065 1.281130 -0.961419
C -8.481729 2.066892 0.023973
H -8.420573 2.666980 2.082922
H -6.478781 1.231742 2.623939
H -5.458536 -0.178820 0.868519
H -6.345841 -0.129453 -1.423663
H -8.288406 1.303255 -1.971814
H -9.329071 2.697839 -0.215610

Atoms 1-6, force components in eV/Å:
0.238 0.071 -0.289
-0.061 -0.395 0.332
0.109 0.008 -0.383
-0.109 0.169 -0.022
0.119 0.047 0.184
-0.051 -0.001 -0.063

Calculated values
* net charge: -1
* gap between HOMO and LUMO: 7.3 eV

Listed below, in e, are the Löwdin charges computed for each atom:
1 C -0.10
2 C -0.25
3 C -0.21
4 C -0.22
5 C -0.20
6 C -0.22
7 C -0.22
8 B -0.56
9 C -0.66
10 Cl 0.62
11 C -0.80
12 C -0.18
13 Cl 0.62
14 H 0.06
15 H 0.06
16 H 0.06
17 H 0.09
18 H 0.08
19 H 0.09
20 H 0.10
21 H 0.10
22 H 0.08
23 H 0.08
24 H 0.10
25 H 0.09
26 H 0.08
27 H 0.07
28 H 0.05
29 H 0.04
30 H 0.05
31 H 0.05
32 H 0.07
33 H 0.05
34 C -0.09
35 C -0.08
36 C -0.10
37 C -0.11
38 C -0.11
39 C -0.09
40 H 0.09
41 H 0.10
42 H 0.10
43 H 0.10
44 H 0.10
45 H 0.10
46 C -0.11
47 C -0.09
48 C -0.08
49 C -0.10
50 C -0.11
51 C -0.11
52 H 0.10
53 H 0.11
54 H 0.08
55 H 0.10
56 H 0.09
57 H 0.09
58 C -0.11
59 C -0.09
60 C -0.07
61 C -0.08
62 C -0.10
63 C -0.12
64 H 0.09
65 H 0.10
66 H 0.06
67 H 0.10
68 H 0.09
69 H 0.09

The energy results, record by record, are as follows: -266405.184 -54353.451 -55374.612 eV.
The relative energy (zero: lowest compared OMol25 entry of this formula, charge and spin) results, record by record, are as follows: 1.3252 0.0000 0.0373 eV.